Entry from the OMol25 dataset: an isolated molecule of C2H5N3O (ωB97M-V/def2-TZVPD).

## Properties
LUMO level	0.709	eV
calculated total energy	-8669.0033	eV
largest force on an atom	0.1239	Eh/bohr
gap between HOMO and LUMO	0.34662	Eh
SMILES	[H]/N=C/N(O)/C=N/[H]
relative energy (zero: lowest compared OMol25 entry of this formula, charge and spin)	447.6	kJ/mol

Geometry as ORCA input:
```
! RIJCOSX wB97M-V def2-TZVPD def2/J DEFGRID3
* xyz 0 1
C -0.68916 -0.57956 0.82770
C 0.63329 1.14247 -0.38421
H -0.34576 -1.63737 -0.86606
H -0.81528 0.23799 1.63362
H -1.57127 -2.12579 1.48758
H 0.52041 1.72632 0.67532
H 1.38610 2.62157 -1.44456
N 0.12587 -0.12152 -0.22473
N -1.04542 -1.84604 0.71606
N 1.13471 1.62333 -1.44402
O 0.66651 -1.04138 -0.97669
*
```

=====

Entry from the OMol25 dataset: an isolated molecule of C5H9N3 (ωB97M-V/def2-TZVPD).

## Properties
LUMO level	0.993	eV
calculated total energy	-9799.7257	eV
largest force on an atom	0.0438	Eh/bohr
gap between HOMO and LUMO	0.35306	Eh
SMILES	CC1=CCN=C1NN
relative energy (zero: lowest compared OMol25 entry of this formula, charge and spin)	168.0	kJ/mol

Geometry as ORCA input:
```
! RIJCOSX wB97M-V def2-TZVPD def2/J DEFGRID3
* xyz 0 1
C 0.54699 -0.29837 1.80376
C -0.27689 -0.40704 0.59031
C -1.42894 -1.10996 0.43301
C -1.83285 -0.97361 -0.98389
C 0.06091 0.07332 -0.74064
H 0.64226 0.70435 2.18786
H 0.12746 -0.96750 2.59589
H 1.59161 -0.67944 1.66552
H -2.07256 -1.61833 1.17102
H -2.79210 -0.48901 -1.10445
H -1.85974 -1.95376 -1.47699
H 1.05402 1.09227 -2.13893
H 1.26330 2.59330 -0.37977
H 2.79422 1.80048 -0.56355
N -0.79440 -0.20941 -1.64570
N 1.20101 0.75274 -1.16831
N 1.77570 1.68997 -0.24512
*
```

=====

Entry from the OMol25 dataset: an isolated molecule of C6H6N2O2 (ωB97M-V/def2-TZVPD).

## Properties
LUMO level	-0.618	eV
calculated total energy	-13392.6229	eV
largest force on an atom	0.0954	Eh/bohr
gap between HOMO and LUMO	0.35538	Eh
SMILES	COC(=O)c1cnccn1
relative energy (zero: lowest compared OMol25 entry of this formula, charge and spin)	193.3	kJ/mol

Geometry as ORCA input:
```
! RIJCOSX wB97M-V def2-TZVPD def2/J DEFGRID3
* xyz 0 1
C 3.11894 -0.46479 0.29177
C 0.96389 0.49607 -0.36499
C -0.39863 0.17237 -0.26518
C -1.19408 1.24525 -0.02032
C -2.89427 -0.05373 0.01939
C -2.14221 -1.16790 -0.21290
H 3.85049 -0.39622 -0.41203
H 3.07407 0.54109 0.65379
H 3.26577 -1.25219 1.06669
H -0.68743 2.21023 -0.02642
H -4.03993 -0.25701 0.10336
H -2.79398 -2.10196 -0.12577
N -2.48974 1.19134 0.17020
N -0.80385 -1.19088 -0.25920
O 1.72097 -0.59053 -0.28434
O 1.44997 1.61884 -0.33406
*
```

=====

Entry from the OMol25 dataset: a cluster of 9 separate species, C51H123N9O9 in total (ωB97M-V/def2-TZVPD).

## Properties
LUMO level	0.513	eV
calculated total energy	-86709.4216	eV
largest force on an atom	0.0527	Eh/bohr
gap between HOMO and LUMO	0.31646	Eh
SMILES	CC1(C)CCCC(C)(C)N1O.CC1(C)CCCC(C)(C)N1O.CC1(C)CCCC(C)(C)N1O.COC[C@H](C)N.COC[C@H](C)N.COC[C@H](C)N.COC[C@H](C)N.COC[C@H](C)N.COC[C@H](C)N
relative energy (zero: lowest compared OMol25 entry of this formula, charge and spin)	459.5	kJ/mol

Geometry as ORCA input:
```
! RIJCOSX wB97M-V def2-TZVPD def2/J DEFGRID3
* xyz 0 1
C 15.41478 13.00290 -12.36511
C 15.59837 14.37814 -13.05180
C 15.19035 14.41561 -14.51719
O 15.19500 15.71603 -15.06477
C 15.37078 15.75720 -16.45581
N 14.77159 15.30256 -12.24848
H 15.27328 13.00205 -11.28047
H 16.42840 12.59865 -12.21969
H 14.67849 12.35379 -12.83316
H 16.65628 14.65508 -13.02632
H 14.13263 14.09272 -14.46614
H 15.60956 13.64955 -15.17619
H 14.78761 16.55871 -16.91640
H 15.02467 14.88919 -17.02682
H 16.42249 15.94476 -16.68825
H 13.83093 15.23439 -12.62025
H 15.15102 16.23827 -12.32106
C 23.86801 16.46576 -15.05439
C 22.49945 17.13913 -14.87212
C 22.07208 17.69425 -16.18797
O 20.69046 18.04412 -16.09459
C 20.15067 18.60614 -17.26738
N 21.63774 16.10798 -14.25275
H 24.58162 17.27481 -15.23768
H 23.76172 15.77019 -15.88348
H 24.18724 15.97300 -14.13751
H 22.60222 17.95297 -14.13799
H 22.09582 16.95410 -17.00772
H 22.65911 18.50032 -16.64309
H 19.24662 19.18409 -17.09085
H 19.96357 17.78479 -17.96721
H 20.86759 19.30845 -17.70980
H 20.71369 16.50535 -14.09613
H 22.12832 15.98146 -13.37765
C 16.71563 12.49687 -3.56211
C 15.71664 13.39105 -4.33645
C 15.68303 13.08664 -5.82851
O 15.08476 14.14671 -6.53558
C 15.31818 14.05852 -7.95451
N 14.43244 13.15922 -3.72449
H 16.36765 11.46868 -3.51536
H 16.91587 13.00055 -2.61828
H 17.66015 12.51617 -4.11660
H 16.14323 14.40331 -4.26309
H 15.18290 12.12215 -5.96411
H 16.73283 12.98148 -6.13003
H 14.53325 14.60610 -8.47701
H 15.26006 13.00869 -8.24235
H 16.25705 14.61932 -8.01110
H 13.68606 13.77947 -4.03842
H 14.39224 13.37002 -2.72996
C 25.19014 12.38920 -6.01935
C 24.57884 12.54665 -7.40055
C 23.08326 12.82213 -7.45313
O 22.46224 11.77883 -6.74804
C 21.11211 12.01162 -6.44691
N 25.27421 13.56505 -8.17719
H 24.79087 13.07948 -5.26718
H 26.27377 12.47493 -6.05819
H 24.92088 11.44322 -5.53819
H 24.74485 11.62254 -7.96183
H 22.83532 12.78004 -8.52004
H 22.92015 13.85958 -7.13397
H 20.98752 13.02014 -6.03543
H 20.74804 11.31923 -5.68775
H 20.39587 11.91998 -7.27220
H 26.27466 13.70794 -8.07273
H 25.02559 14.52860 -7.93766
C 18.66495 17.37354 -1.09168
C 17.92387 16.78008 -2.31379
C 18.82594 15.75830 -2.99754
O 19.89761 16.44714 -3.59164
C 20.90540 15.62258 -4.12955
N 16.68954 16.14516 -1.86122
H 19.63965 17.73841 -1.40054
H 18.82473 16.62815 -0.30931
H 17.97638 18.09820 -0.65106
H 17.66102 17.54580 -3.05385
H 18.18082 15.26033 -3.73273
H 19.14155 15.04936 -2.22366
H 21.38973 15.95123 -5.04841
H 20.61389 14.57437 -4.25463
H 21.68258 15.58699 -3.35097
H 15.86313 16.02147 -2.42607
H 16.40879 16.73644 -1.08508
C 19.26859 12.78770 -13.61860
C 20.65375 12.48766 -14.22096
C 20.61431 13.01668 -15.67439
O 19.81704 12.03392 -16.35624
C 18.93149 12.59742 -17.31476
N 21.68099 13.26397 -13.50780
H 18.94345 13.80509 -13.86264
H 19.28915 12.60312 -12.54341
H 18.45040 12.20527 -14.05395
H 20.76654 11.40978 -14.10485
H 21.57134 13.16148 -16.19074
H 20.23320 14.04416 -15.70547
H 18.63475 11.74325 -17.92635
H 19.32242 13.36239 -17.99354
H 18.10575 13.02568 -16.73200
H 21.64529 14.16231 -14.00971
H 21.37135 13.57640 -12.59589
C 20.96600 14.29772 -10.39885
C 19.96805 15.18739 -9.65645
C 20.15957 15.24790 -8.14031
C 21.32246 16.15890 -7.69225
C 21.14553 17.52583 -8.27954
C 20.90859 17.53010 -9.79501
N 19.86761 16.55156 -10.16139
O 19.35374 16.72570 -11.45230
C 20.41863 18.94366 -10.17288
C 22.16698 17.22295 -10.62232
C 18.59586 14.53085 -9.88748
H 20.79967 13.22031 -10.31518
H 21.94950 14.35716 -9.91194
H 21.22099 14.56681 -11.41011
H 19.21809 15.45194 -7.63122
H 20.43407 14.23458 -7.82892
H 22.33814 15.76120 -7.73089
H 21.09769 16.18676 -6.61718
H 21.86979 18.27068 -7.95188
H 20.17012 17.84629 -7.88818
H 20.52394 19.13729 -11.24167
H 19.36900 19.10217 -9.92491
H 21.05999 19.67357 -9.67600
H 22.92159 18.01668 -10.53060
H 22.65350 16.32372 -10.25629
H 22.01181 17.20974 -11.69793
H 18.47135 14.20096 -10.92097
H 17.73012 15.00928 -9.42815
H 18.53537 13.55362 -9.38348
H 18.40019 16.74443 -11.30566
C 14.05684 18.71131 -9.36240
C 15.39424 18.46972 -8.57512
C 16.05744 19.86868 -8.59111
C 17.22484 19.93511 -7.59744
C 16.70341 19.58033 -6.25299
C 16.03672 18.18951 -6.14030
N 15.06441 18.06057 -7.23186
O 14.22379 16.94563 -7.13020
C 17.10802 17.08890 -6.22809
C 15.29194 18.11957 -4.79398
C 16.19040 17.44453 -9.39613
H 13.59491 17.72798 -9.45151
H 14.16185 19.16691 -10.34741
H 13.41064 19.39092 -8.80448
H 16.47463 19.98942 -9.59570
H 15.27587 20.62121 -8.51143
H 17.46452 21.00787 -7.55373
H 18.19875 19.52553 -7.86710
H 16.09535 20.36063 -5.78904
H 17.51293 19.52199 -5.51140
H 18.00610 17.36704 -5.66942
H 16.75189 16.09020 -5.97090
H 17.49160 17.05404 -7.25334
H 14.88796 17.11880 -4.61551
H 15.84858 18.36753 -3.88822
H 14.41008 18.76332 -4.81290
H 17.25072 17.59841 -9.63476
H 15.87806 17.30786 -10.44065
H 16.03111 16.46373 -8.95242
H 14.79261 16.15352 -7.16717
C 27.39192 17.77545 -3.55841
C 26.56362 16.85922 -4.49643
C 25.05363 17.08790 -4.14114
C 24.21944 18.00931 -5.01049
C 24.56767 17.98562 -6.49429
C 26.10365 18.01795 -6.77803
N 26.78711 17.08205 -5.93130
O 28.14473 16.91998 -6.25982
C 26.31319 17.66167 -8.23744
C 26.54342 19.47417 -6.50166
C 26.90423 15.39292 -4.22268
H 28.39003 18.03880 -3.91114
H 27.55018 17.22063 -2.62841
H 26.88080 18.66871 -3.19615
H 24.56143 16.13411 -3.94454
H 24.99134 17.63630 -3.19631
H 24.49781 19.05855 -4.83610
H 23.14726 18.00877 -4.81475
H 24.26449 18.86705 -7.06365
H 24.05865 17.15833 -7.00406
H 25.61394 18.03869 -8.98639
H 27.24794 18.10486 -8.60046
H 26.43059 16.58419 -8.34568
H 25.94398 20.06791 -7.19550
H 26.43572 19.87219 -5.49410
H 27.59574 19.61947 -6.76693
H 26.46282 14.72409 -4.95620
H 26.81796 15.10192 -3.17684
H 27.98091 15.30755 -4.41150
H 28.58175 17.75864 -6.02241
*
```